Formula: C5H32O12
Source: the OMol25 dataset
Level of theory: the ωB97M-V functional and the def2-TZVPD basis

Results
- HOMO: -9.80 eV
- SMILES: OCCCCCO.O.O.O.O.O.O.O.O.O.O
- Energy relative to the best compared isomer or geometry (same formula, charge and spin): 0.785 eV
- Energy: -30273.00517 eV
- Frontier orbital gap: 9.32 eV

```
49
Properties=species:S:1:pos:R:3:forces:R:3:lowdin_charge:R:1
C -0.798609 1.793613 1.233412 -0.6064 -0.5599 -0.6597 -0.252
O -0.052379 2.461845 0.225724 0.6565 1.0612 0.4129 -0.082
C -0.026977 0.768555 2.052932 -0.6951 0.4834 -0.1350 -0.187
C -0.872166 -0.385823 2.574148 -0.4930 0.5717 1.0874 -0.196
C -0.141958 -1.147469 3.695197 0.8931 -1.0616 -1.7015 -0.163
C 0.617608 -2.323221 2.990219 -0.9099 0.8055 1.8665 -0.254
O -0.319651 -3.277571 2.513325 0.3516 0.2565 -0.9155 -0.065
H -1.241379 2.535005 1.898951 0.1925 0.2890 -0.1238 0.118
H -1.648621 1.366070 0.704564 -0.0908 -0.4922 0.2912 0.086
H 0.598305 1.897356 -0.205702 -0.4424 -0.3114 0.3133 0.049
H 0.403509 1.290608 2.897353 0.3338 0.0554 0.2760 0.111
H 0.758911 0.433747 1.416853 0.8135 -0.5599 -0.3420 0.074
H -1.200756 -1.080113 1.800811 0.2153 -0.0056 -0.1763 0.103
H -1.802451 0.025693 2.982467 0.0171 0.1170 -0.0642 0.116
H 0.656029 -0.548515 4.135616 -0.3251 0.2753 0.3523 0.106
H -0.808872 -1.563737 4.441600 -0.0838 0.0949 0.2359 0.104
H 1.272913 -2.790962 3.723089 0.3451 -0.0832 -0.1429 0.113
H 1.215301 -1.845155 2.222780 -0.0207 -0.5961 -0.5772 0.092
H -0.499200 -3.877650 3.230832 -0.0938 -0.2708 0.2715 0.078
H -0.561758 0.867919 -3.681595 -0.1628 0.0932 0.0275 0.026
H -0.236551 0.104231 -4.931150 -0.0663 0.0224 -0.1100 0.009
O -0.922107 0.672162 -4.555472 0.2933 -0.2414 0.1629 -0.058
H 0.527618 4.559028 0.136164 -0.0399 -0.2656 -0.2442 0.005
H 1.500431 5.309505 -0.795358 0.1067 -0.0258 0.0445 0.019
O 0.572082 5.200046 -0.584654 -0.1011 0.2684 0.0644 -0.065
H 3.321740 -0.861128 1.463910 -0.0961 -0.0584 0.0758 0.019
H 4.743255 -1.050594 1.944682 0.0148 -0.0976 0.1103 0.037
O 3.851732 -1.394818 2.066836 0.0661 0.1960 -0.1862 -0.055
H -4.248086 -0.985227 -0.351641 -0.0639 0.1432 0.0436 0.042
H -2.776280 -0.612941 -0.423931 0.0329 0.1437 0.0279 0.015
O -3.641424 -0.364991 -0.768957 0.1071 -0.2969 -0.1551 -0.050
H -2.092724 -2.912889 -1.813195 -0.4553 0.2614 0.3074 0.012
H -2.242092 -3.360362 -0.296663 -0.2472 0.2596 -0.1778 0.028
O -1.728375 -3.439960 -1.102452 0.7096 -0.4649 -0.0505 -0.049
H 3.854388 2.644968 -1.329249 -0.0924 0.1217 0.0489 0.045
H 4.009367 1.659567 -2.463300 0.0214 0.0019 -0.0795 0.035
O 3.357275 2.226247 -2.039391 0.0255 -0.2511 0.0897 -0.045
H -3.941465 2.671445 1.740087 -0.0283 0.1829 -0.0867 0.037
H -3.929796 2.307045 0.242320 -0.0017 0.0167 -0.0671 0.043
O -3.929429 1.933049 1.127207 -0.1980 -0.1808 0.2536 -0.064
H 2.771963 -0.789834 -3.995216 -0.1048 -0.1741 -0.1245 0.048
H 2.269197 0.610963 -4.314537 -0.1207 0.0082 -0.0292 0.045
O 1.962889 -0.282546 -4.117640 0.2160 0.2301 0.1270 -0.045
H 1.321391 -0.927505 -1.131141 -0.7961 -0.4478 0.2215 0.058
H 1.625747 0.447705 -1.343118 -0.5092 0.5534 -0.0673 0.021
O 0.885184 -0.074817 -0.982912 1.4060 -0.1399 -0.4384 -0.052
H -1.220727 -3.255938 -4.100547 0.3817 -0.6427 -0.3645 0.034
H -0.786162 -1.907128 -3.876065 0.7024 0.3441 -0.2743 0.017
O -0.426842 -2.725481 -4.257191 -1.0572 0.3707 0.5811 -0.061
```
Positions in Å, forces in eV/Å.

---

Formula: C3H2N4
Source: the OMol25 dataset
Level of theory: the ωB97M-V functional and the def2-TZVPD basis

Results
- HOMO: -10.74 eV
- SMILES: C#Cn1cnnn1
- Energy relative to the best compared isomer or geometry (same formula, charge and spin): 3.900 eV
- Energy: -9098.99124 eV
- Frontier orbital gap: 11.30 eV

```
9
Properties=species:S:1:pos:R:3:forces:R:3:lowdin_charge:R:1
C 0.922980 -0.631514 -2.071886 0.5830 -1.0316 -2.8981 0.111
C 0.839078 -0.132168 -1.007623 -2.0616 2.3475 5.0775 -0.055
C -0.541262 -0.446226 1.030195 0.7377 -1.3094 -1.8080 -0.166
N -1.242495 0.254294 1.864164 1.1166 -0.7587 -0.7476 0.048
N -0.788691 1.478240 1.618824 -0.5518 3.6906 0.8690 -0.069
N 0.060903 1.614238 0.671173 -0.1816 -0.2726 0.6580 0.048
N 0.292008 0.357544 0.293487 0.6174 -2.9275 -3.0932 -0.100
H 1.042487 -1.021360 -3.092549 -0.0346 0.3717 1.2406 0.060
H -0.585008 -1.473047 0.694215 -0.2252 -0.1098 0.7017 0.124
```
Positions in Å, forces in eV/Å.

---

Formula: C4H2F2S2
Source: the OMol25 dataset
Level of theory: the ωB97M-V functional and the def2-TZVPD basis

Results
- HOMO: -8.71 eV
- SMILES: FC(F)=C(C=S)C=S
- Energy relative to the best compared isomer or geometry (same formula, charge and spin): 1.403 eV
- Energy: -31282.14807 eV
- Frontier orbital gap: 7.50 eV

```
10
Properties=species:S:1:pos:R:3:forces:R:3:lowdin_charge:R:1
C -1.386768 -0.117167 0.005536 -1.5901 -3.4590 -2.0401 -0.280
C -0.053151 -0.062176 0.129772 -0.6959 1.0348 -0.5066 -0.340
C 0.886388 -1.152273 -0.296309 -1.4073 -1.8799 -0.5688 -0.672
C 0.379757 1.353558 0.387141 3.0557 1.0341 0.7465 -0.517
H 0.522167 -2.040524 -0.933533 -0.3733 1.9092 0.8559 0.082
H -0.134288 2.029700 1.320013 1.4008 -1.9066 -3.0290 0.152
F -2.164070 -1.169189 -0.561368 2.3930 1.7027 1.3858 0.059
F -2.248900 0.801514 0.236479 -0.1325 1.1180 0.5887 0.185
S 2.378580 -1.417116 0.183408 0.7759 0.3153 0.4294 0.710
S 1.820286 1.773677 -0.471143 -3.4262 0.1314 2.1380 0.620
```
Positions in Å, forces in eV/Å.